{"formula": "C4H9N2S", "method": "ωB97M-V/def2-TZVPD", "lumo_ev": [-3.5, -8.2], "total_charge": 1, "homo_ev": [-11.29, -14.45], "homo_lumo_gap_ev": [7.809, 6.211], "spin_multiplicity": 3, "s2": 2.006, "symbols": ["C", "C", "C", "C", "N", "N", "S", "H", "H", "H", "H", "H", "H", "H", "H", "H"], "xyz": [[-1.192, -0.809, 1.072], [-1.142, -1.162, -0.387], [1.939, 1.456, 0.234], [0.713, -0.793, -0.827], [-2.119, 1.123, -0.127], [-1.673, -0.021, 0.023], [1.713, -0.315, 0.631], [-1.900, -1.256, 1.817], [-0.192, -0.802, 1.568], [-1.457, -2.085, -0.748], [1.483, 2.168, 0.904], [1.730, 1.649, -0.828], [3.045, 1.536, 0.447], [0.636, -0.164, -1.753], [0.878, -1.826, -0.982], [-2.461, 1.301, -1.044]], "atomic_forces_ev_per_a": [[-0.033, -1.469, 2.497], [3.846, 0.827, 0.742], [2.057, -0.680, -0.005], [-1.683, -0.231, 0.749], [-1.421, 4.889, 0.304], [0.535, -3.191, 1.670], [-1.414, 1.035, -2.845], [0.150, 0.339, -1.158], [-1.014, 0.994, -0.343], [-0.761, -1.104, -1.533], [-0.614, -0.133, 0.321], [0.028, -0.133, 0.593], [-0.905, 0.274, -0.464], [0.650, -0.358, 1.243], [0.798, -0.966, -0.570], [-0.218, -0.093, -1.201]]}



{"formula": "C3H10S3", "method": "ωB97M-V/def2-TZVPD", "lumo_ev": 0.5, "homo_ev": -8.37, "homo_lumo_gap_ev": 8.905, "smiles": "CCS.CSS", "symbols": ["C", "C", "S", "H", "H", "H", "H", "H", "H", "C", "S", "S", "H", "H", "H", "H"], "xyz": [[-0.829, -2.677, -3.331], [-0.426, -3.193, -1.966], [1.285, -2.633, -1.529], [-0.009, -2.114, -3.801], [-1.349, -1.723, -3.161], [-1.205, -3.471, -3.960], [-1.114, -2.925, -1.176], [-0.398, -4.270, -1.874], [1.081, -2.626, -0.265], [0.612, 3.279, 2.028], [-0.601, 4.146, 3.142], [0.396, 3.942, 4.945], [1.236, 2.656, 2.669], [1.110, 3.987, 1.381], [0.130, 2.479, 1.457], [0.081, 5.145, 5.441]], "atomic_forces_ev_per_a": [[1.061, 1.728, 0.582], [0.844, -0.470, 0.563], [-0.354, 0.066, -1.653], [0.560, -1.177, -0.314], [-1.393, -0.842, -0.268], [-0.564, 0.473, -0.284], [-0.077, 0.557, 0.089], [0.017, -0.355, -0.530], [-0.096, 0.023, 1.819], [-0.752, -0.588, 0.691], [0.208, -0.559, -0.735], [-0.008, -0.165, 0.239], [0.576, 0.635, 0.029], [0.350, -0.071, 0.107], [-0.501, 0.609, -0.194], [0.128, 0.137, -0.141]]}



{"formula": "C6H7I2NO", "method": "ωB97M-V/def2-TZVPD", "lumo_ev": 0.1, "homo_ev": -8.53, "homo_lumo_gap_ev": 8.602, "smiles": "Cn1c(I)cccc1=O.I", "symbols": ["C", "N", "C", "I", "C", "C", "C", "C", "O", "H", "H", "H", "H", "H", "H", "I", "H"], "xyz": [[-0.483, 1.325, -1.715], [-0.539, 0.846, -0.337], [0.520, 1.039, 0.573], [2.360, 1.855, -0.124], [0.493, 0.694, 1.897], [-0.685, -0.046, 2.346], [-1.764, -0.165, 1.518], [-1.726, 0.173, 0.118], [-2.620, 0.022, -0.735], [0.172, 0.582, -2.296], [-1.493, 1.179, -2.230], [-0.052, 2.265, -1.915], [1.282, 0.927, 2.568], [-0.744, -0.238, 3.416], [-2.828, -0.577, 1.836], [2.370, -2.027, -0.811], [3.786, -2.761, -1.152]], "atomic_forces_ev_per_a": [[-0.623, -3.595, -2.154], [1.015, 0.253, 2.120], [-0.090, 0.255, -0.593], [-0.672, 0.089, 0.095], [-1.838, -1.286, -1.212], [-0.037, 1.880, -0.353], [-1.983, -1.445, 0.933], [-0.563, 1.056, -2.537], [0.946, -0.248, 1.853], [-0.691, 0.950, 0.696], [1.299, 0.519, 1.252], [0.242, 1.308, 0.543], [0.554, 0.003, 0.186], [-0.142, -0.345, -0.310], [2.632, 0.756, -0.516], [0.412, -0.374, -0.098], [-0.460, 0.226, 0.094]]}



{"formula": "C3H6N2", "method": "ωB97M-V/def2-TZVPD", "lumo_ev": 0.9, "homo_ev": -9.15, "homo_lumo_gap_ev": 10.030, "smiles": "[H]/N=C(\\N)C=C", "symbols": ["H", "N", "C", "N", "C", "C", "H", "H", "H", "H", "H"], "xyz": [[1.530, 1.799, 0.089], [0.578, 1.347, -0.124], [0.499, 0.084, 0.005], [1.568, -0.742, 0.161], [-0.861, -0.564, -0.074], [-2.080, 0.019, 0.069], [1.660, -1.751, -0.165], [2.476, -0.335, -0.128], [-0.846, -1.684, -0.407], [-2.964, -0.584, -0.110], [-2.220, 1.084, 0.461]], "atomic_forces_ev_per_a": [[-1.571, -1.330, -0.685], [0.993, 1.444, 0.999], [-1.192, 0.421, -0.644], [3.093, -2.368, -0.763], [-0.974, -1.404, -0.900], [1.607, 0.685, 0.783], [-1.317, 1.859, 0.754], [-1.083, 0.080, 0.569], [-0.010, 2.103, 0.675], [0.060, 0.155, 0.072], [0.396, -1.644, -0.860]]}



{"formula": "C8H15N2S", "method": "ωB97M-V/def2-TZVPD", "lumo_ev": -5.2, "total_charge": 1, "homo_ev": -12.94, "homo_lumo_gap_ev": 7.733, "symbols": ["C", "C", "C", "C", "C", "C", "C", "C", "N", "N", "S", "H", "H", "H", "H", "H", "H", "H", "H", "H", "H", "H", "H", "H", "H", "H"], "xyz": [[0.387, 1.837, -1.180], [-0.920, 1.695, 1.693], [0.165, 1.070, 1.346], [0.407, 0.945, -0.060], [1.139, 0.774, 2.397], [-0.095, -2.225, 0.080], [0.348, -1.229, -2.045], [-1.621, -0.699, -0.896], [1.590, 1.227, -0.804], [-0.285, -1.053, -0.752], [-0.196, 2.936, -2.127], [-1.084, 1.789, 2.749], [-1.550, 2.271, 1.049], [1.429, 1.740, 2.815], [0.545, 0.168, 3.099], [1.975, 0.245, 1.997], [-0.402, -2.071, 1.062], [-0.754, -2.940, -0.267], [0.869, -2.600, 0.101], [0.322, -0.335, -2.631], [1.386, -1.391, -1.894], [-0.133, -2.029, -2.597], [-1.852, -0.795, -1.928], [-2.254, -1.267, -0.286], [-1.803, 0.285, -0.532], [2.386, 1.651, -0.388]], "atomic_forces_ev_per_a": [[0.410, -0.135, -0.185], [-1.845, 1.283, 0.695], [0.375, -0.322, -1.626], [1.969, -1.060, -1.118], [-0.355, -0.609, 0.462], [-0.286, 1.269, -0.165], [0.336, 0.168, 0.143], [-1.656, 0.911, -0.128], [-2.249, -0.935, 0.684], [3.033, 1.337, 0.669], [-0.474, 0.363, -0.371], [-0.318, 0.329, 0.417], [-0.535, -0.285, -0.477], [0.275, -0.413, 0.316], [0.968, 0.146, 0.324], [0.766, -0.504, 0.181], [-0.503, 0.776, 1.896], [-1.259, -1.941, -0.991], [2.022, -0.475, -0.279], [-0.484, 0.666, -0.353], [0.936, -0.638, 0.069], [0.043, -0.300, -0.095], [-0.959, 0.135, -0.753], [-1.002, -1.310, 0.600], [-0.274, 1.078, -0.185], [1.067, 0.466, 0.270]]}



{"formula": "C22H19N3O4", "method": "ωB97M-V/def2-TZVPD", "lumo_ev": 0.2, "homo_ev": -7.69, "homo_lumo_gap_ev": 7.876, "smiles": "CCOC(=O)Cn1cc(/C=N/NC(=O)c2cc3ccccc3o2)c2ccccc21", "symbols": ["C", "C", "O", "C", "O", "C", "N", "C", "C", "C", "N", "N", "C", "O", "C", "C", "C", "C", "C", "C", "C", "C", "O", "C", "C", "C", "C", "C", "C", "H", "H", "H", "H", "H", "H", "H", "H", "H", "H", "H", "H", "H", "H", "H", "H", "H", "H", "H"], "xyz": [[1.126, 3.383, -2.152], [2.399, 2.580, -1.929], [2.285, 1.751, -0.769], [2.572, 2.294, 0.405], [2.952, 3.420, 0.581], [2.349, 1.294, 1.546], [2.172, -0.050, 1.091], [0.980, -0.640, 0.823], [1.169, -1.908, 0.320], [0.140, -2.823, -0.063], [-1.083, -2.465, -0.016], [-2.047, -3.327, -0.365], [-3.377, -3.024, -0.381], [-4.198, -3.887, -0.643], [-3.767, -1.640, -0.086], [-5.044, -1.180, 0.089], [-4.934, 0.217, 0.327], [-5.834, 1.255, 0.575], [-5.329, 2.523, 0.751], [-3.956, 2.779, 0.684], [-3.045, 1.772, 0.440], [-3.549, 0.491, 0.265], [-2.856, -0.636, 0.018], [2.589, -2.106, 0.257], [3.404, -3.156, -0.157], [4.771, -2.995, -0.092], [5.342, -1.809, 0.374], [4.559, -0.753, 0.793], [3.181, -0.912, 0.734], [0.270, 2.717, -2.224], [1.212, 3.951, -3.074], [0.972, 4.075, -1.327], [2.580, 1.887, -2.753], [3.257, 3.249, -1.803], [3.202, 1.364, 2.227], [1.456, 1.618, 2.091], [0.047, -0.146, 1.011], [0.443, -3.825, -0.392], [-1.810, -4.291, -0.620], [-5.932, -1.776, 0.051], [-6.894, 1.059, 0.625], [-6.003, 3.344, 0.945], [-3.604, 3.790, 0.825], [-1.986, 1.964, 0.381], [2.975, -4.076, -0.523], [5.420, -3.798, -0.410], [6.417, -1.718, 0.405], [5.008, 0.163, 1.145]], "atomic_forces_ev_per_a": [[0.254, -0.249, 0.212], [0.036, 0.474, -0.348], [-0.153, -0.279, -0.049], [0.078, -0.125, 0.325], [-0.014, 0.103, 0.047], [0.097, 0.348, -0.175], [0.056, -0.061, 0.233], [-0.224, -0.701, -0.209], [0.366, 0.873, 0.332], [-0.757, -0.558, -0.240], [0.702, 0.385, 0.277], [0.155, -1.124, -0.364], [0.210, -0.317, -0.080], [-0.005, 0.254, 0.076], [-1.273, 0.323, 0.146], [0.737, -0.524, -0.131], [0.689, 0.301, 0.004], [0.092, -0.069, -0.015], [-0.164, 0.088, 0.026], [0.074, -0.031, -0.006], [0.223, -0.226, -0.054], [-1.118, 0.346, 0.118], [0.269, 0.367, -0.038], [0.005, 0.386, 0.116], [0.067, 0.017, 0.013], [-0.001, -0.194, -0.076], [0.064, 0.133, 0.049], [0.060, 0.109, 0.023], [0.116, -0.497, -0.132], [-0.091, -0.032, -0.050], [-0.020, 0.075, -0.108], [-0.027, 0.077, 0.024], [0.022, 0.076, 0.125], [-0.089, -0.164, -0.061], [-0.153, 0.030, -0.082], [0.149, -0.051, -0.037], [-0.179, 0.171, 0.066], [-0.101, 0.013, -0.007], [-0.183, 0.329, 0.086], [-0.139, -0.209, -0.036], [-0.118, 0.013, 0.011], [-0.061, 0.058, 0.014], [0.051, 0.071, 0.008], [0.130, 0.051, -0.010], [-0.019, -0.109, -0.045], [0.040, -0.071, -0.029], [0.081, 0.026, 0.011], [0.068, 0.092, 0.038]]}



Relative energy (zero: lowest compared OMol25 entry of this formula, charge and spin)
In order: 428.8; 100.3; 60.6; 131.6; 469.7; 193.4
Unit: kJ/mol